[1]
{
  "formula": "C19H26O3",
  "method": "ωB97M-V/def2-TZVPD",
  "de_lowest_kj_mol": 193.28,
  "spin_multiplicity": 1,
  "e_homo_ev": -9.0,
  "e_lumo_ev": 0.35,
  "gap_ev": 9.38,
  "total_energy_ha": -965.21463,
  "charge": 0,
  "symbols": ["C", "O", "C", "O", "C", "C", "C", "C", "C", "C", "C", "C", "C", "C", "C", "O", "C", "C", "C", "C", "C", "C", "H", "H", "H", "H", "H", "H", "H", "H", "H", "H", "H", "H", "H", "H", "H", "H", "H", "H", "H", "H", "H", "H", "H", "H", "H", "H"],
  "xyz": [[2.50, 1.31, 2.70], [1.10, 1.10, 2.65], [0.53, -0.24, 2.57], [1.25, -1.29, 2.72], [-0.98, -0.43, 2.25], [-1.70, -0.76, 3.58], [-1.47, 0.95, 1.70], [-1.26, 1.25, 0.15], [-0.05, 0.40, -0.36], [-0.27, -1.10, -0.11], [-0.72, -1.95, -1.40], [0.30, -1.72, -2.61], [1.07, -0.46, -2.45], [2.44, -0.45, -2.67], [3.26, 0.72, -2.59], [4.28, 0.67, -3.25], [2.68, 1.98, -2.17], [1.40, 1.95, -1.84], [0.38, 0.76, -1.84], [-0.75, 1.29, -2.67], [-1.18, -1.49, 1.18], [-2.69, -1.71, 0.89], [3.15, 0.48, 2.73], [2.78, 2.02, 1.90], [2.69, 1.79, 3.65], [-1.37, -0.01, 4.27], [-1.43, -1.70, 4.09], [-2.77, -0.56, 3.47], [-0.97, 1.80, 2.15], [-2.56, 1.09, 1.88], [-2.24, 0.96, -0.38], [-0.95, 2.26, -0.01], [0.78, 0.71, 0.27], [0.78, -1.52, 0.07], [-0.64, -2.99, -1.22], [-1.81, -1.65, -1.62], [0.99, -2.57, -2.70], [-0.34, -1.57, -3.58], [2.83, -1.43, -3.08], [3.20, 2.94, -2.23], [0.90, 2.79, -1.55], [-0.42, 1.21, -3.69], [-0.99, 2.34, -2.36], [-1.70, 0.69, -2.48], [-0.83, -2.47, 1.48], [-3.17, -0.76, 0.56], [-3.24, -2.12, 1.73], [-2.78, -2.53, 0.21]]
}


[2]
{
  "formula": "C3H4NO5",
  "method": "ωB97M-V/def2-TZVPD",
  "de_lowest_kj_mol": 547.70,
  "spin_multiplicity": 1,
  "e_homo_ev": -3.6,
  "e_lumo_ev": 3.49,
  "gap_ev": 7.09,
  "total_energy_ha": -547.57023,
  "charge": -1,
  "symbols": ["C", "C", "C", "N", "O", "O", "O", "O", "O", "H", "H", "H", "H"],
  "xyz": [[0.46, -0.35, -0.41], [-0.02, 0.80, 0.15], [-2.41, -0.23, -1.13], [-1.35, -0.22, -2.04], [-0.94, 0.92, -2.47], [-0.18, -1.16, -1.18], [0.73, 1.52, 1.02], [-3.27, 0.64, -1.11], [-2.52, -1.45, -0.49], [1.57, -0.59, -0.34], [1.64, 0.99, 1.18], [-0.98, 1.27, -0.13], [-1.45, -1.76, -0.70]]
}


[3]
{
  "formula": "C5H11NOS",
  "method": "ωB97M-V/def2-TZVPD",
  "de_lowest_kj_mol": 366.45,
  "spin_multiplicity": 1,
  "e_homo_ev": -9.0,
  "e_lumo_ev": 0.75,
  "gap_ev": 9.72,
  "total_energy_ha": -725.18531,
  "charge": 0,
  "symbols": ["C", "C", "S", "C", "O", "C", "N", "C", "H", "H", "H", "H", "H", "H", "H", "H", "H", "H", "H"],
  "xyz": [[0.24, 1.85, -0.39], [0.69, 0.38, -0.62], [2.14, -0.13, 0.26], [-0.42, -0.49, -0.24], [-0.05, -1.83, -0.44], [-1.04, -0.17, 1.18], [-2.09, 0.51, 0.53], [-1.89, -0.17, -0.69], [0.06, 2.20, 0.59], [0.94, 2.58, -0.76], [-0.68, 2.05, -1.00], [1.17, 0.16, -1.68], [2.15, 0.43, 1.46], [0.86, -1.73, -0.15], [-0.50, 0.64, 1.75], [-1.27, -1.28, 1.65], [-3.17, 0.53, 0.74], [-2.46, -1.16, -0.76], [-1.80, 0.25, -1.73]]
}


[4]
{
  "formula": "C14H14N4O3PdS2",
  "method": "ωB97M-V/def2-TZVPD",
  "spin_multiplicity": 3,
  "e_homo_ev": [-8.2, -8.3],
  "e_lumo_ev": [-0.51, -1.55],
  "gap_ev": [7.66, 6.70],
  "total_energy_ha": -1910.87639,
  "charge": 0,
  "symbols": ["Pd", "N", "C", "S", "N", "N", "C", "C", "C", "C", "C", "C", "C", "C", "C", "C", "C", "C", "N", "H", "H", "H", "H", "H", "H", "H", "H", "H", "H", "H", "C", "S", "O", "O", "O", "H", "H", "H"],
  "xyz": [[-0.89, 0.77, -1.75], [-3.70, 1.79, 1.52], [-2.78, 1.29, 0.67], [-3.21, 1.30, -1.01], [-1.70, 0.80, 1.22], [-0.74, 0.42, 0.36], [0.30, -0.21, 0.82], [0.43, -0.58, 2.25], [1.49, -0.08, 2.99], [1.60, -0.38, 4.34], [0.65, -1.19, 4.95], [-0.40, -1.71, 4.20], [-0.52, -1.40, 2.86], [1.38, -0.50, -0.13], [2.32, -1.50, 0.10], [3.30, -1.72, -0.85], [3.33, -0.95, -1.99], [2.36, 0.03, -2.15], [1.42, 0.25, -1.24], [-4.51, 2.24, 1.14], [-3.46, 1.90, 2.49], [2.23, 0.55, 2.51], [2.42, 0.02, 4.92], [0.73, -1.42, 6.00], [-1.14, -2.35, 4.68], [-1.35, -1.78, 2.27], [2.27, -2.09, 1.01], [4.04, -2.50, -0.70], [4.08, -1.10, -2.76], [2.33, 0.67, -3.03], [-2.44, 1.21, -4.66], [-0.68, 1.16, -4.31], [-0.46, -0.16, -3.67], [0.02, 1.35, -5.54], [-0.44, 2.23, -3.30], [-2.59, 0.61, -5.56], [-2.73, 2.24, -4.83], [-2.98, 0.79, -3.82]]
}


[5]
{
  "formula": "C28H72F2HgN5O16S2",
  "method": "ωB97M-V/def2-TZVPD",
  "de_lowest_kj_mol": 0.00,
  "spin_multiplicity": 1,
  "e_homo_ev": -9.6,
  "e_lumo_ev": -5.60,
  "gap_ev": 3.97,
  "total_energy_ha": -3736.57969,
  "charge": 1,
  "symbols": ["Hg", "N", "S", "O", "O", "F", "S", "O", "O", "F", "C", "C", "O", "O", "H", "H", "H", "H", "H", "H", "C", "C", "O", "O", "H", "H", "H", "H", "H", "H", "C", "O", "C", "C", "N", "C", "C", "O", "C", "H", "H", "H", "H", "H", "H", "H", "H", "H", "H", "H", "H", "H", "H", "H", "C", "O", "C", "C", "N", "C", "C", "O", "C", "H", "H", "H", "H", "H", "H", "H", "H", "H", "H", "H", "H", "H", "H", "H", "C", "O", "C", "C", "N", "C", "C", "O", "C", "H", "H", "H", "H", "H", "H", "H", "H", "H", "H", "H", "H", "H", "H", "H", "C", "O", "C", "C", "N", "C", "C", "O", "C", "H", "H", "H", "H", "H", "H", "H", "H", "H", "H", "H", "H", "H", "H", "H"],
  "xyz": [[-2.30, 0.65, -2.69], [-0.63, 0.87, -1.31], [0.30, 2.06, -0.76], [1.68, 1.85, -0.90], [-0.18, 2.83, 0.30], [0.04, 3.01, -2.08], [0.03, -0.39, -0.40], [-0.35, -0.34, 0.95], [1.27, -0.92, -0.79], [-0.98, -1.48, -0.99], [-2.76, 4.18, -1.77], [-3.91, 5.09, -2.02], [-4.12, 5.45, -3.39], [-2.99, 2.93, -2.46], [-2.49, 4.07, -0.73], [-1.86, 4.62, -2.22], [-3.83, 6.01, -1.43], [-4.82, 4.59, -1.64], [-5.06, 5.45, -3.57], [-3.42, 3.13, -3.32], [2.83, -3.82, -3.97], [2.47, -2.67, -3.08], [2.66, -1.40, -3.72], [1.89, -4.01, -5.07], [2.77, -4.76, -3.40], [3.84, -3.79, -4.36], [3.01, -2.71, -2.14], [1.38, -2.77, -2.88], [2.48, -0.78, -3.00], [1.03, -4.03, -4.64], [3.02, -0.18, 2.28], [3.67, 0.58, 3.28], [5.07, 0.55, 3.12], [5.76, 1.45, 4.14], [5.15, 2.77, 4.00], [5.55, 3.86, 4.86], [6.86, 4.47, 4.45], [7.13, 5.50, 5.40], [8.22, 6.30, 5.03], [1.98, 0.12, 2.44], [3.15, -1.24, 2.51], [3.20, 0.03, 1.22], [5.29, 0.94, 2.12], [5.51, -0.46, 3.17], [6.79, 1.48, 3.77], [5.67, 1.07, 5.17], [4.17, 2.72, 3.81], [5.54, 3.64, 5.94], [4.81, 4.66, 4.79], [6.87, 4.88, 3.44], [7.67, 3.75, 4.64], [8.56, 6.10, 4.02], [9.08, 6.18, 5.69], [7.91, 7.35, 5.10], [-1.66, -2.54, -4.17], [-1.49, -1.15, -3.98], [-0.37, -0.71, -4.79], [-0.08, 0.78, -4.62], [-1.29, 1.66, -4.53], [-1.95, 1.55, -5.86], [-3.19, 2.47, -5.99], [-3.87, 2.43, -4.71], [-5.27, 2.18, -4.82], [-0.73, -3.10, -4.30], [-2.28, -2.77, -5.03], [-2.15, -2.99, -3.30], [-0.55, -0.87, -5.86], [0.54, -1.27, -4.56], [0.58, 0.98, -5.47], [0.48, 0.93, -3.70], [-0.99, 2.64, -4.48], [-2.28, 0.52, -6.00], [-1.33, 1.79, -6.74], [-3.85, 2.01, -6.71], [-2.85, 3.49, -6.16], [-5.44, 1.27, -5.41], [-5.78, 3.06, -5.19], [-5.66, 1.87, -3.84], [-0.69, -4.09, 5.51], [-0.10, -3.59, 4.35], [-0.43, -4.32, 3.21], [0.53, -3.94, 2.07], [0.53, -4.97, 1.01], [1.82, -5.76, 1.03], [1.71, -6.78, -0.08], [2.53, -7.95, 0.06], [3.89, -7.73, 0.33], [-0.40, -3.45, 6.34], [-0.33, -5.10, 5.76], [-1.79, -4.11, 5.49], [-1.43, -4.13, 2.78], [-0.31, -5.38, 3.45], [1.46, -3.51, 2.42], [0.02, -3.11, 1.56], [-0.18, -5.67, 1.24], [1.94, -6.14, 2.05], [2.55, -4.98, 0.80], [1.83, -6.44, -1.12], [0.70, -7.20, -0.13], [4.01, -7.52, 1.40], [4.33, -6.97, -0.33], [4.39, -8.67, 0.13], [-3.39, -2.38, 1.26], [-3.63, -1.03, 1.61], [-3.05, -0.75, 2.84], [-2.81, 0.72, 3.05], [-3.92, 1.55, 2.69], [-3.59, 2.67, 1.83], [-4.84, 3.46, 1.47], [-5.70, 2.65, 0.69], [-6.89, 3.34, 0.44], [-3.99, -2.71, 0.42], [-3.61, -2.97, 2.16], [-2.34, -2.54, 0.96], [-2.04, -1.17, 3.02], [-3.63, -1.19, 3.66], [-1.90, 1.00, 2.51], [-2.42, 0.84, 4.07], [-4.44, 1.85, 3.51], [-3.02, 2.32, 0.96], [-2.95, 3.38, 2.38], [-4.53, 4.35, 0.91], [-5.31, 3.80, 2.40], [-6.73, 4.34, 0.01], [-7.46, 3.49, 1.36], [-7.54, 2.78, -0.23]]
}


[6]
{
  "formula": "C20H63N23O17P2",
  "method": "ωB97M-V/def2-TZVPD",
  "spin_multiplicity": 1,
  "e_homo_ev": -8.4,
  "e_lumo_ev": 0.22,
  "gap_ev": 8.64,
  "total_energy_ha": -4021.66724,
  "charge": 0,
  "symbols": ["C", "C", "O", "C", "O", "O", "C", "C", "C", "C", "C", "C", "N", "P", "P", "O", "O", "O", "H", "H", "H", "H", "H", "H", "H", "H", "H", "H", "H", "H", "H", "H", "H", "H", "H", "H", "H", "N", "C", "N", "O", "H", "H", "H", "H", "N", "C", "N", "O", "H", "H", "H", "H", "N", "C", "N", "O", "H", "H", "H", "H", "N", "C", "N", "O", "H", "H", "H", "H", "N", "C", "N", "O", "H", "H", "H", "H", "N", "C", "N", "O", "H", "H", "H", "H", "N", "C", "N", "O", "H", "H", "H", "H", "N", "C", "N", "O", "H", "H", "H", "H", "N", "C", "N", "O", "H", "H", "H", "H", "N", "C", "N", "O", "H", "H", "H", "H", "N", "C", "N", "O", "H", "H", "H", "H"],
  "xyz": [[-1.15, 1.08, -2.36], [0.37, 1.20, -2.38], [0.89, 2.20, -3.30], [2.10, 1.77, -3.69], [2.77, 2.31, -4.51], [2.44, 0.64, -3.05], [1.16, -0.04, -2.78], [1.32, -1.02, -1.65], [2.35, -2.13, -1.82], [2.23, -3.17, -0.70], [1.13, -4.20, -0.96], [0.68, -4.96, 0.28], [0.03, -4.09, 1.28], [0.58, -0.60, -4.50], [-0.55, -2.44, -4.31], [-1.61, -2.33, -3.30], [-1.17, -2.60, -5.79], [0.44, -3.67, -4.17], [-1.63, 1.88, -2.91], [-1.47, 0.13, -2.79], [-1.47, 1.09, -1.32], [0.71, 1.46, -1.38], [1.64, -0.42, -0.79], [0.33, -1.42, -1.39], [3.35, -1.70, -1.79], [2.24, -2.62, -2.80], [2.00, -2.61, 0.21], [3.19, -3.65, -0.52], [0.26, -3.73, -1.41], [1.51, -4.92, -1.70], [1.53, -5.50, 0.72], [-0.05, -5.72, -0.03], [0.46, -4.18, 2.19], [0.11, -3.12, 1.02], [1.79, -1.03, -5.07], [-0.48, -2.71, -6.45], [-0.09, -4.42, -3.79], [-2.57, -5.83, -2.01], [-1.69, -6.45, -2.84], [-2.06, -7.67, -3.31], [-0.63, -5.92, -3.16], [-3.45, -6.23, -1.74], [-2.32, -4.92, -1.66], [-1.43, -8.13, -3.93], [-2.94, -8.12, -3.10], [-3.36, 0.35, 2.42], [-2.35, 1.03, 1.81], [-1.85, 2.07, 2.53], [-1.94, 0.72, 0.70], [-3.73, 0.61, 3.31], [-3.76, -0.43, 1.92], [-1.12, 2.61, 2.12], [-2.21, 2.33, 3.44], [-5.89, -10.31, -5.55], [-4.95, -9.33, -5.40], [-4.75, -8.53, -6.48], [-4.32, -9.18, -4.36], [-6.41, -10.45, -6.39], [-6.05, -10.91, -4.77], [-4.07, -7.79, -6.39], [-5.25, -8.62, -7.34], [6.03, -2.78, 3.16], [5.61, -3.19, 1.92], [6.55, -3.81, 1.17], [4.47, -3.00, 1.54], [6.97, -2.92, 3.50], [5.37, -2.31, 3.74], [6.28, -4.14, 0.27], [7.49, -4.01, 1.49], [-5.00, 2.72, 6.18], [-4.78, 3.44, 5.04], [-5.74, 4.35, 4.74], [-3.78, 3.28, 4.35], [-5.81, 2.85, 6.76], [-4.32, 2.03, 6.44], [-5.62, 4.89, 3.91], [-6.58, 4.46, 5.29], [-9.76, 0.86, 7.04], [-8.71, 1.55, 6.53], [-7.64, 0.81, 6.12], [-8.68, 2.77, 6.45], [-9.80, -0.14, 7.14], [-10.55, 1.40, 7.35], [-6.88, 1.34, 5.75], [-7.58, -0.19, 6.18], [3.10, 6.05, -1.98], [4.23, 5.76, -2.70], [4.19, 4.61, -3.42], [5.21, 6.50, -2.67], [2.29, 5.46, -1.99], [3.10, 6.89, -1.43], [5.00, 4.37, -3.95], [3.40, 4.00, -3.44], [-13.06, -1.24, 9.02], [-11.73, -1.03, 9.26], [-11.43, -0.37, 10.41], [-10.87, -1.41, 8.48], [-13.79, -0.94, 9.64], [-13.30, -1.73, 8.17], [-10.46, -0.21, 10.61], [-12.13, -0.06, 11.06], [5.97, 9.54, -3.00], [7.04, 10.31, -3.33], [8.19, 9.62, -3.60], [7.00, 11.53, -3.38], [5.99, 8.54, -2.95], [5.11, 10.01, -2.79], [9.00, 10.15, -3.85], [8.25, 8.62, -3.56], [5.61, 14.77, -3.48], [6.68, 15.55, -3.82], [7.83, 14.85, -4.08], [6.62, 16.77, -3.87], [5.66, 13.77, -3.44], [4.75, 15.24, -3.28], [8.64, 15.38, -4.33], [7.87, 13.85, -4.04], [7.77, -7.92, 2.84], [8.62, -7.14, 2.11], [9.73, -7.76, 1.63], [8.38, -5.96, 1.90], [7.93, -8.89, 3.02], [6.94, -7.49, 3.19], [10.37, -7.21, 1.09], [9.94, -8.73, 1.79]]
}